Record 1
77
Properties=species:S:1:pos:R:3:forces:R:3 method="wB97M-V/def2-TZVPD" e_homo_ev=-9.02 molar_mass_g_mol=580.51 smiles="CCN[C@]1(CC(=O)O)C(=O)OC[C@@H]1I.COC[C@@H](C)N.COC[C@@H](C)N.COC[C@@H](C)N" multiplicity=1 total_charge=0 lumo_energy_ev=0.182 e_tot_ha=-1832.38959
C 2.06853 -2.01934 -0.91223 -0.41 0.30 -0.25
C 0.59323 -1.98239 -1.37439 0.71 0.17 0.02
N -0.23442 -2.64009 -0.36895 -0.02 0.31 -0.19
C -1.68003 -2.65441 -0.53599 -0.39 -0.25 -0.11
C -2.30974 -1.31688 -1.03618 0.25 -0.31 0.18
C -3.68150 -0.99780 -0.48727 -0.13 -0.21 -0.33
O -3.93414 -0.67674 0.63325 -0.01 0.33 0.14
O -4.64006 -1.11149 -1.44937 0.35 0.32 -0.38
C -2.12386 -3.08728 0.88347 0.16 0.16 0.09
O -2.02383 -2.43195 1.87251 0.26 -0.10 0.07
O -2.51891 -4.37454 0.88248 -0.37 0.10 -0.01
C -3.00463 -4.71062 -0.42128 0.22 0.14 0.09
C -2.23377 -3.81825 -1.40628 -0.03 -0.36 -0.02
I -0.81204 -4.99242 -2.50720 -0.03 0.02 0.08
H 2.69135 -2.36460 -1.73505 0.14 -0.13 0.15
H 2.17763 -2.67933 -0.05281 0.14 -0.07 -0.06
H 2.40519 -1.01488 -0.65749 0.08 -0.05 0.19
H 0.32155 -0.93114 -1.53840 -0.19 -0.06 -0.08
H 0.54924 -2.49559 -2.33102 -0.42 -0.03 0.03
H -0.04566 -2.18222 0.51905 0.01 -0.13 0.06
H -2.35844 -1.36876 -2.12037 0.03 0.17 -0.05
H -1.66188 -0.48279 -0.76684 -0.04 -0.01 0.18
H -5.35308 -0.49677 -1.23443 -0.30 -0.29 0.31
H -2.84800 -5.77162 -0.57720 -0.07 -0.03 0.03
H -4.07029 -4.47058 -0.44808 -0.03 -0.11 -0.07
H -2.92245 -3.48606 -2.17505 0.10 0.22 -0.03
C 2.15110 3.41557 1.52307 0.03 -0.02 -0.02
O 1.66875 2.39927 0.66543 0.01 0.01 0.01
C 0.39613 1.87721 0.98811 -0.05 -0.16 -0.06
C -0.78281 2.71924 0.48629 -0.01 0.14 -0.02
C -1.04364 3.97699 1.30884 -0.02 0.01 0.03
N -0.62316 3.10326 -0.91837 0.04 -0.04 -0.07
H 1.83739 3.24209 2.55755 0.00 0.01 0.00
H 1.81708 4.40785 1.20945 -0.02 0.00 0.02
H 3.23914 3.38742 1.47712 0.00 0.00 0.00
H 0.35222 0.90557 0.48393 0.03 0.00 0.01
H 0.32111 1.68687 2.06678 -0.03 0.07 0.01
H -1.67498 2.08766 0.55997 0.05 -0.07 0.03
H -0.31800 4.75792 1.07740 0.02 -0.02 0.01
H -2.03330 4.37183 1.07909 0.01 0.01 -0.02
H -0.99997 3.76940 2.37936 0.00 0.00 0.00
H -0.56488 2.27368 -1.50178 -0.04 -0.01 0.02
H 0.28489 3.55390 -1.01192 -0.07 0.12 -0.06
C 1.95345 7.15837 -1.75300 0.02 -0.04 0.04
O 0.87166 6.30889 -1.42830 0.05 -0.04 0.05
C -0.40932 6.91307 -1.44110 -0.13 -0.08 0.08
C -1.05387 7.01238 -2.82763 0.07 -0.02 -0.09
C -0.47973 8.11238 -3.71378 -0.01 0.03 0.00
N -1.00914 5.73823 -3.54666 -0.07 -0.03 0.08
H 1.78568 8.17412 -1.38078 0.00 0.01 -0.01
H 2.13466 7.20085 -2.82991 -0.03 0.04 0.00
H 2.84289 6.75095 -1.27286 0.00 0.00 0.00
H -1.04103 6.25855 -0.83585 0.06 -0.02 0.03
H -0.36762 7.89204 -0.94428 0.01 0.03 -0.07
H -2.10840 7.24764 -2.64893 0.00 0.01 0.03
H 0.48170 7.82015 -4.13771 0.01 0.00 0.02
H -1.15374 8.30790 -4.54701 0.01 -0.03 -0.02
H -0.34186 9.04198 -3.15804 0.00 0.00 0.00
H -1.49198 5.02788 -3.00291 0.00 0.00 0.00
H -0.04238 5.42641 -3.57321 0.00 0.02 -0.05
C 0.61283 -5.46339 1.49010 0.04 0.04 -0.02
O 1.99319 -5.21597 1.69770 -0.02 -0.02 0.00
C 2.42771 -5.27542 3.04091 0.06 0.06 0.04
C 2.72495 -6.68780 3.55921 -0.04 -0.07 -0.04
C 1.47867 -7.51137 3.86632 -0.01 -0.01 0.04
N 3.58943 -7.45066 2.65664 0.03 0.09 -0.02
H 0.01202 -5.06670 2.31549 -0.01 -0.01 0.00
H 0.40000 -6.52986 1.37698 -0.01 0.00 0.04
H 0.33335 -4.94687 0.57436 -0.01 -0.02 -0.01
H 3.35728 -4.70043 3.07027 0.00 0.00 -0.03
H 1.70407 -4.76886 3.69437 -0.01 -0.04 0.01
H 3.27328 -6.55524 4.49797 -0.01 0.04 0.00
H 1.02208 -7.89527 2.95371 0.00 0.02 -0.01
H 1.74315 -8.36994 4.48268 0.01 -0.01 -0.03
H 0.73211 -6.92072 4.40024 0.00 0.00 0.00
H 4.47865 -6.97328 2.54839 0.02 -0.03 0.04
H 3.16920 -7.43717 1.73141 -0.01 -0.04 0.01


Record 2
73
Properties=species:S:1:pos:R:3:forces:R:3 method="wB97M-V/def2-TZVPD" e_homo_ev="-18.23 / -19.57" molar_mass_g_mol=561.00 multiplicity=5 total_charge=+4 de_lowest_kcal_mol=0.0 lumo_energy_ev="-11.393 / -15.158" e_tot_ha=-2522.32775
Pd 0.21453 -0.07487 -0.01302 -0.05 -0.15 -1.99
P 1.84673 -0.98042 1.42700 0.96 -0.86 0.39
P 1.34163 1.97522 -0.44249 0.93 0.81 -0.01
P -0.88782 -2.08664 -0.57418 -0.17 -1.48 0.05
H -0.95104 2.01720 -9.12745 -0.12 -0.07 0.21
C -1.88305 1.47550 -8.95317 3.70 -2.07 -1.75
C -3.00143 2.09740 -8.58316 -4.01 2.31 0.57
H -3.04035 3.18222 -8.46208 0.10 -0.19 0.18
C 3.08741 -1.93680 0.48422 -0.23 0.21 -0.28
C 2.88258 0.11315 2.44184 0.29 0.27 0.23
C 1.21067 -2.16142 2.67292 -0.34 -0.13 0.08
C 0.55532 3.09026 -1.64891 -0.33 -0.32 -0.09
C 1.59541 3.11120 0.97328 -0.19 -0.09 0.13
C 3.01779 1.73916 -1.13745 -0.12 -0.19 0.02
C -2.26931 -2.04019 -1.75861 0.07 0.69 -0.12
C -1.68891 -2.90508 0.85653 -0.03 0.14 0.14
C 0.16854 -3.40189 -1.27946 0.04 0.19 -0.02
H -1.88849 0.41935 -9.23370 -0.01 0.18 0.11
H -3.96290 1.57863 -8.56079 0.22 0.01 0.21
H 3.79206 -2.40500 1.17668 -0.06 0.06 -0.02
H 3.63823 -1.26626 -0.18724 -0.10 -0.16 0.13
H 2.60767 -2.71365 -0.12198 0.13 0.18 0.17
H 3.36908 -0.47885 3.23879 -0.17 0.18 -0.37
H 2.27284 0.90016 2.91210 0.31 -0.16 -0.14
H 3.68202 0.57891 1.84150 -0.39 -0.04 0.25
H 1.75434 -3.11813 2.59726 -0.21 0.36 0.07
H 0.13855 -2.33706 2.52518 0.36 -0.05 0.14
H 1.35356 -1.75341 3.68281 0.03 -0.20 -0.28
H 0.99277 4.09506 -1.57615 -0.03 -0.30 0.05
H -0.51839 3.12370 -1.43353 0.21 0.19 -0.11
H 0.69685 2.70078 -2.66335 -0.03 0.12 0.19
H 2.55772 3.63263 0.85380 -0.33 -0.14 0.08
H 1.56798 2.58189 1.93297 0.13 0.30 -0.27
H 0.78268 3.85148 0.95867 0.25 -0.17 0.10
H 3.45215 2.72398 -1.36927 -0.11 -0.32 0.10
H 2.93810 1.15324 -2.06518 0.14 0.16 0.28
H 3.66777 1.20973 -0.42523 -0.15 0.20 -0.29
H -2.88324 -2.94272 -1.63630 0.26 0.23 -0.03
H -1.87166 -1.99568 -2.77895 -0.13 0.01 0.16
H -2.86163 -1.13903 -1.56811 -0.09 -0.29 -0.14
H -2.56691 -3.45530 0.48666 0.31 0.12 0.24
H -2.01669 -2.14791 1.58273 0.00 -0.32 -0.13
H -0.99578 -3.61086 1.33239 -0.26 0.19 -0.10
H -0.47810 -4.16366 -1.73772 0.21 0.12 0.21
H 0.78395 -3.86253 -0.49654 -0.14 0.04 -0.27
H 0.81268 -2.96739 -2.05560 -0.12 -0.25 0.18
C -1.32462 0.76079 -3.22729 -0.21 0.03 1.19
C -0.13131 0.29576 -3.89105 0.00 -0.13 0.07
C -0.11957 0.11515 -5.25294 0.96 -0.23 0.40
C -1.26041 0.39966 -6.00118 -0.47 0.42 -0.04
C -2.42357 0.91030 -5.39972 -0.01 0.16 0.00
C -2.46533 1.11169 -4.04001 -0.16 -0.07 0.00
O -1.42095 0.84076 -1.95213 0.25 -0.04 -1.19
H 0.82482 -0.56595 -1.44288 -0.47 0.45 1.19
H 0.73321 0.06296 -3.26222 -0.24 0.12 -0.43
H 0.79868 -0.24766 -5.72979 -0.49 0.13 0.08
H -1.24083 0.26568 -7.07949 0.10 -0.21 0.12
H -3.28829 1.16543 -6.01334 0.11 -0.16 0.23
H -3.34160 1.49426 -3.51761 0.17 -0.05 -0.23
C -0.05426 -0.49652 6.32125 0.01 -0.16 0.63
N 0.04333 0.20058 5.03913 -1.13 0.01 -1.79
C -0.97539 0.29868 4.17015 0.84 -0.73 2.35
S -0.76144 0.89209 2.57163 -0.37 0.04 0.22
N -2.23045 -0.03776 4.65373 0.71 1.01 -1.91
C -2.84358 0.87568 5.64118 -0.40 0.35 0.73
H -0.10901 0.23658 7.13423 0.00 -0.24 -0.10
H 0.83217 -1.12540 6.46226 -0.14 0.26 -0.08
H -0.94446 -1.13902 6.33428 0.26 0.29 -0.05
H 0.95945 0.48033 4.70238 -0.17 0.11 0.28
H -2.87789 -0.20132 3.88469 -0.04 -0.25 0.15
H -3.42938 1.64743 5.12198 0.23 -0.20 0.11
H -3.53207 0.29568 6.26091 0.20 0.08 0.01
H -2.08506 1.36705 6.26593 -0.26 -0.32 -0.23


Record 3
84
Properties=species:S:1:pos:R:3:forces:R:3 method="wB97M-V/def2-TZVPD" e_homo_ev=0.91 molar_mass_g_mol=555.63 multiplicity=1 total_charge=-2 de_lowest_kcal_mol=126.3 lumo_energy_ev=3.200 e_tot_ha=-1959.87053
Be -0.09156 0.57139 0.41369 -0.01 0.04 0.00
O 0.31529 4.31232 2.88211 1.94 2.53 1.40
C 1.11480 5.26515 3.59332 -2.65 -3.69 -1.04
C 1.38010 6.66624 2.87666 -3.24 1.91 -1.86
O 0.20133 7.40355 2.54917 3.06 -1.66 1.39
H 2.04033 4.74124 3.83205 1.08 0.43 -0.36
H 0.66555 5.42014 4.57426 -0.46 0.81 0.24
H 1.89209 6.40139 1.95155 0.21 -0.38 -0.29
H 2.08649 7.22731 3.48847 0.18 0.15 0.67
O -2.27636 3.95471 -1.67702 -0.94 1.36 -1.93
C -3.19939 4.42890 -2.59775 1.67 -2.20 3.16
C -3.83657 5.87144 -2.34909 -0.90 2.23 3.28
O -4.06334 6.35787 -1.01426 0.55 -1.67 -3.59
H -4.03437 3.74580 -2.44187 -1.08 -0.04 -0.09
H -2.88315 4.27197 -3.62900 0.24 0.63 -0.73
H -4.76644 5.88966 -2.91753 -0.67 -0.46 -0.29
H -3.22503 6.58022 -2.90745 0.96 0.16 -0.02
C -4.26351 -0.62468 -4.44317 1.45 -0.53 0.74
N -3.13323 -1.41362 -3.73354 -0.12 1.14 -0.81
O -3.26924 -2.60838 -3.59889 0.03 -0.38 0.04
O -2.21900 -0.72753 -3.33025 -0.34 -0.69 -0.19
H -4.88150 -1.29511 -5.04043 -0.06 0.03 0.54
H -3.75289 0.10037 -5.07694 -0.18 0.09 0.32
H -4.67017 -0.18502 -3.53245 -0.74 0.34 -0.64
C 5.26789 1.06041 0.29492 -2.79 0.27 1.86
O 4.15744 1.02237 0.84794 2.18 -0.22 -1.13
N 5.63384 1.99279 -0.60165 1.14 0.11 0.26
C 7.01330 2.15976 -0.96588 0.11 -0.76 -1.04
C 4.84077 3.12049 -0.96053 -1.43 0.80 -0.24
H 6.06807 0.35452 0.56632 0.08 -0.08 -0.25
H 7.67847 1.34770 -0.67221 -0.24 0.01 0.74
H 7.39072 3.13029 -0.64385 0.16 -0.03 -0.07
H 7.03173 2.04001 -2.04912 0.34 0.72 -0.35
H 4.99381 3.40486 -2.00159 -0.08 -0.48 -0.28
H 3.78185 2.94355 -0.77209 0.09 -0.25 -0.13
H 5.05855 4.05501 -0.44348 0.44 -0.14 0.66
C 2.83370 -0.19910 -4.87194 0.06 1.05 2.51
O 2.46388 -0.05043 -3.67709 0.61 -0.30 -3.84
N 2.61677 0.66113 -5.92778 -0.64 0.13 -0.74
C 1.66950 1.79329 -5.78808 0.83 -0.46 0.58
C 3.14654 0.52922 -7.31778 -0.07 -1.00 0.90
H 3.53892 -1.00621 -5.12379 -0.16 -0.14 -0.23
H 1.34852 1.83940 -4.74743 0.24 0.18 -0.01
H 0.75940 1.71127 -6.38230 0.18 -0.31 -0.33
H 2.24143 2.67196 -6.08626 -0.38 0.31 0.16
H 3.78294 -0.34058 -7.48067 -0.11 -0.39 0.63
H 2.32489 0.39372 -8.02110 -0.12 0.33 0.00
H 3.80710 1.33102 -7.64774 -0.40 0.58 0.37
C 1.72209 -5.12237 -0.57685 -1.69 1.39 1.82
O 1.07022 -4.19948 -0.05234 1.84 -2.39 -1.34
N 1.97105 -6.33862 0.02104 0.77 -1.30 -0.64
C 2.71853 -7.40016 -0.66195 0.36 0.88 -0.03
C 1.78139 -6.62901 1.41737 -1.13 0.44 0.07
H 2.15249 -5.09361 -1.58983 -0.15 0.23 -0.03
H 3.65530 -7.61169 -0.14638 0.20 0.17 0.27
H 3.00941 -7.06531 -1.65762 -0.26 -0.16 -0.12
H 2.21041 -8.36403 -0.69191 -0.49 0.19 -0.16
H 1.26110 -7.56867 1.60291 -0.08 -0.32 -0.50
H 2.73312 -6.73471 1.93807 0.06 0.55 0.19
H 1.08389 -5.87632 1.78487 0.58 0.28 0.49
C -5.25160 -1.47073 1.51673 2.52 3.00 -1.05
O -4.32584 -0.74530 1.06667 -2.62 -2.27 0.99
N -6.56710 -1.10660 1.52493 2.05 0.92 0.57
C -7.50588 -1.96924 2.15008 -1.75 -0.48 -1.82
C -6.99279 0.18758 0.93529 0.41 -1.60 -0.67
H -5.02466 -2.43560 1.99603 -0.23 -0.03 -0.07
H -8.28638 -1.43213 2.68898 0.31 0.00 0.46
H -7.15095 -2.86901 2.65260 0.57 0.60 0.35
H -7.99592 -2.36428 1.26019 -1.03 -0.63 0.18
H -7.23030 0.93205 1.69520 0.04 0.01 -0.26
H -6.23555 0.48399 0.20946 0.53 0.39 0.80
H -7.79247 -0.02672 0.22629 -0.80 0.08 0.52
C 0.30477 -1.36879 5.74892 -1.14 -0.31 -1.65
O -0.17689 -1.54578 4.63542 0.81 0.39 1.28
N 0.03391 -2.17964 6.79866 -0.55 -0.66 0.97
C 0.63577 -1.92515 8.08834 0.18 0.56 -0.04
C -0.81791 -3.36106 6.65293 0.86 -0.23 0.52
H 0.95552 -0.52873 6.03707 0.08 0.02 -0.31
H 1.38118 -1.14792 7.91988 -0.27 0.36 0.32
H 1.21599 -2.70358 8.58380 -0.10 -0.81 -0.61
H -0.10308 -1.63600 8.83573 -0.10 0.37 -0.04
H -1.23805 -3.46482 5.65252 0.52 0.09 0.04
H -0.14865 -4.16047 6.97095 -0.10 -0.71 -0.68
H -1.63238 -3.47988 7.36750 -0.22 0.90 0.21